# C5H9NO

An isolated molecule of C5H9NO (the ωB97M-V functional and the def2-TZVPD basis, the Open Molecules 2025 dataset).

Its HOMO-LUMO gap is 9.116 eV. For the total energy, the calculation gives -8865.6970 eV. The value obtained for the relative energy (zero: lowest compared OMol25 entry of this formula, charge and spin) is 81.1 kcal per mole. As for the SMILES: C[C@H]1CC/C1=[NH+]\[O-]. As for the total charge: 0. The strongest force on any atom comes out at 0.8 eV Å⁻¹.

Last column: Mulliken charge in e.
Atoms and positions in Å:
C (-1.454, -1.228, -0.021)  -1.382
C (-0.450, -0.230, -0.588)  0.298
C (-0.695, 1.277, -0.256)  -0.689
C (0.685, 1.377, 0.462)  -0.407
C (0.874, -0.063, 0.115)  -0.025
N (1.910, -0.832, 0.186)  0.192
O (3.036, -0.570, 0.696)  -0.649
H (-2.394, -1.180, -0.583)  0.380
H (-1.675, -1.017, 1.031)  0.343
H (-1.080, -2.256, -0.087)  0.337
H (-0.325, -0.410, -1.664)  0.326
H (-0.796, 1.919, -1.134)  0.273
H (-1.553, 1.439, 0.404)  0.304
H (0.648, 1.610, 1.531)  0.241
H (1.420, 2.041, -0.006)  0.248
H (1.792, -1.766, -0.234)  0.209


# C12H14N2PReS

A structure of composition C12H14N2PReS (the ωB97M-V functional and the def2-TZVPD basis, the Open Molecules 2025 dataset).

Its HOMO-LUMO gap (alpha / beta) is 7.921 / 6.804 eV. For the total energy, the calculation gives -37895.5736 eV. As for the total charge: +1. The strongest force on any atom comes out at 5.4 eV Å⁻¹. Its multiplicity is 4.

Last column: Mulliken charge in e.
Atoms and positions in Å:
C (-0.505, 2.043, -1.050)  -0.417
C (-1.358, 1.954, 0.174)  -0.355
C (-0.529, 1.778, 1.290)  -0.499
C (0.826, 1.691, 0.963)  -0.554
C (0.910, 2.010, -0.441)  -0.658
Re (0.105, 0.209, -0.391)  0.856
P (0.396, -1.077, -2.298)  -0.219
H (-0.960, 2.327, -2.039)  0.468
H (-2.405, 2.173, 0.250)  0.444
H (-0.788, 1.544, 2.285)  0.590
H (1.752, 2.378, -0.914)  0.550
H (1.682, 1.408, 1.650)  0.348
H (1.662, -1.367, -2.855)  0.140
H (-0.299, -0.786, -3.474)  0.115
H (0.081, -2.467, -2.197)  0.156
N (-1.876, -1.198, 2.495)  -0.334
C (-0.883, -2.051, 2.221)  0.536
N (0.042, -1.916, 1.299)  -0.234
C (1.017, -2.903, 1.284)  0.225
C (2.102, -3.056, 0.377)  -0.402
C (3.001, -4.127, 0.590)  -0.517
C (2.712, -5.126, 1.557)  -0.607
C (1.569, -4.962, 2.372)  -0.162
C (0.726, -3.871, 2.265)  0.143
S (-0.714, -3.404, 3.235)  -0.263
H (-2.462, -1.420, 3.286)  0.205
H (-2.082, -0.343, 1.994)  0.114
H (2.331, -2.228, -0.336)  0.271
H (3.857, -4.290, -0.091)  0.358
H (3.411, -5.995, 1.602)  0.338
H (1.409, -5.679, 3.167)  0.363